Here is a molecular structure, C32H47NO21 from OMol25. Energies are from ωB97M-V/def2-TZVPD.

Calculated values
Kohn-Sham gap = 8.105 eV
spin multiplicity = 1
largest force on an atom = 16.1 eV/Å
HOMO level = -7.982 eV
DFT total energy = -78407.353 eV

Last column: Löwdin charge in e.
Cartesian coordinates (Å):
C -1.8102 0.5940 0.1442  0.033
C -3.3575 0.6232 -0.2117  -0.205
C -3.7424 2.0332 -0.6494  -0.080
O -4.5029 1.7819 -1.8118  0.106
C -4.2667 0.5960 -2.3475  -0.441
O -4.5325 0.3586 -3.5714  0.012
O -3.6105 -0.0649 -1.4013  0.085
H -1.5553 0.8723 1.1668  0.082
H -1.3931 1.4504 -0.3855  0.062
H -1.4050 -0.3828 -0.1198  0.061
H -4.0197 0.2718 0.5796  0.165
H -2.9037 2.6841 -0.8964  0.115
H -4.1123 2.4751 0.2759  0.142
C -0.7213 3.0092 1.8142  -0.001
C -0.1292 3.7155 0.6323  -0.225
C 1.3275 3.4692 0.1782  -0.115
O 1.1809 2.9277 -1.0703  -0.071
C -0.1822 2.7518 -1.4444  -0.455
O -0.6571 2.3811 -2.5021  0.135
O -0.8396 3.1590 -0.4408  0.045
H -1.6836 3.4649 2.0477  0.104
H -0.1821 3.0001 2.7615  0.074
H -0.8859 1.9772 1.5045  0.045
H -0.3122 4.7900 0.6321  0.161
H 1.7064 2.6631 0.8064  0.048
H 1.9024 4.3937 0.2319  0.168
C -3.9064 -1.7371 -3.7506  -0.012
C -3.2415 -2.8218 -2.8697  -0.289
C -1.7287 -3.1789 -2.9476  -0.151
O -1.3081 -3.1597 -1.6016  0.074
C -2.4049 -2.6570 -0.8525  -0.366
O -2.3136 -2.4667 0.3672  -0.029
O -3.4570 -2.4684 -1.5988  0.114
H -4.7166 -1.3309 -3.1451  0.079
H -4.2760 -2.1072 -4.7069  0.096
H -3.5386 -0.7876 -4.1397  0.075
H -3.7054 -3.8014 -2.9848  0.151
H -1.3210 -2.3416 -3.5140  0.031
H -1.4598 -4.1001 -3.4646  0.148
C -0.5965 -1.7999 1.0726  -0.109
C 0.8006 -1.1763 0.6596  -0.219
C 1.1027 -1.2311 -0.7999  -0.046
O 1.9498 -0.1043 -0.9049  -0.015
C 1.9476 0.5338 0.3094  -0.481
O 2.6827 1.4371 0.7122  0.006
O 0.9216 0.1628 1.0070  0.137
H -1.4763 -1.2516 0.7356  0.032
H -0.7278 -1.8981 2.1502  0.093
H -0.7559 -2.7889 0.6429  0.119
H 1.5276 -1.5924 1.3570  0.168
H 0.2059 -1.0467 -1.3914  0.094
H 1.4884 -2.2064 -1.0968  0.164
C 2.1908 2.4229 2.8062  -0.014
C 3.1612 2.6064 4.0101  -0.273
C 2.5611 3.1027 5.2800  -0.120
O 3.2603 2.5226 6.3495  0.112
C 3.7301 1.3945 5.8993  -0.574
O 4.2910 0.5142 6.4925  0.152
O 3.6552 1.3624 4.5260  0.076
H 1.9852 3.2518 2.1289  0.073
H 1.2581 1.9221 3.0657  0.085
H 2.6975 1.6715 2.2006  0.059
H 3.9976 3.1623 3.5866  0.158
H 1.4961 2.8798 5.3454  0.141
H 2.7646 4.1735 5.2758  0.142
C 1.9796 1.9091 -2.9526  0.008
C 3.1255 2.0124 -1.8700  -0.296
C 3.8405 0.7284 -1.6661  -0.108
O 5.1870 1.0033 -1.8796  0.164
C 5.3268 2.1210 -2.4368  -0.553
O 6.3995 2.5659 -2.7953  0.130
O 4.0690 2.7267 -2.5298  0.100
H 1.5300 2.8998 -3.0194  0.114
H 1.2442 1.2317 -2.5186  0.050
H 2.1408 1.4685 -3.9365  0.081
H 2.7533 2.3660 -0.9084  0.112
H 3.3733 -0.0010 -2.3277  0.151
H 3.5999 0.3548 -0.6708  0.123
C 0.2040 -4.6623 4.3739  0.004
C -1.0671 -4.7250 3.4705  -0.292
C -2.4577 -4.4608 4.1422  -0.124
O -2.9123 -3.2140 3.6947  0.057
C -2.0061 -2.7881 2.6634  -0.393
O -2.2185 -1.8173 1.9787  0.016
O -0.9701 -3.6770 2.5413  0.035
H 0.9635 -4.4422 3.6236  0.087
H 0.3590 -5.5719 4.9542  0.085
H 0.0331 -3.8214 5.0460  0.088
H -1.2080 -5.7141 3.0348  0.147
H -2.3548 -4.5440 5.2241  0.129
H -3.2020 -5.1689 3.7778  0.127
N 1.0210 0.1562 -4.7520  0.045
C 0.0826 0.4181 -3.7218  -0.073
C -0.3941 -0.8351 -3.3480  -0.161
C 0.2480 -1.8234 -3.9702  -0.172
C 1.0679 -1.2301 -4.8106  -0.110
H 1.5831 0.8085 -5.2797  0.143
H -0.1472 1.4290 -3.4187  0.025
H -1.2103 -1.1503 -2.7149  0.097
H 0.1866 -2.8653 -3.6925  0.117
H 1.7762 -1.7487 -5.4398  0.114


Here is a molecular structure, C32H48CaF3O23 from OMol25. Energies are from ωB97M-V/def2-TZVPD.

Calculated values
Kohn-Sham gap = 7.453 eV
spin multiplicity = 1
largest force on an atom = 5.9 eV/Å
net charge = +1
HOMO level = -9.119 eV
DFT total energy = -107641.945 eV

Last column: Löwdin charge in e.
Cartesian coordinates (Å):
Ca -9.5909 -3.7830 -16.7553  1.468
C -12.7493 -4.6045 -16.6149  -0.360
O -12.4529 -3.1748 -16.6788  -0.158
O -11.4528 -5.1834 -16.6798  -0.331
C -13.6705 -4.9182 -15.4025  -0.538
F -14.8922 -4.3576 -15.3733  0.126
F -13.9597 -6.2293 -15.2244  0.121
F -13.0385 -4.5458 -14.2735  0.130
C -13.5116 -2.3531 -17.0295  -0.259
C -13.4395 -0.9435 -16.3479  -0.041
H -14.3366 -0.3644 -16.5671  0.066
H -13.4760 -1.0620 -15.2650  0.067
H -12.6035 -0.3349 -16.6927  0.047
H -14.5343 -2.7266 -16.9770  0.119
H -13.1052 -2.1662 -18.0235  0.113
H -13.3152 -4.8757 -17.5062  0.140
C -10.7651 3.1028 -16.9219  -0.001
C -9.9227 2.1168 -17.7607  -0.247
C -8.5205 1.8941 -17.1798  -0.159
O -8.4111 0.5625 -16.9488  0.084
C -9.6394 -0.0142 -17.1757  -0.534
O -9.9015 -1.1810 -17.0002  0.101
O -10.5316 0.8122 -17.5988  0.115
H -10.2872 4.0778 -16.8262  0.085
H -10.9004 2.7018 -15.9175  0.100
H -11.6599 3.4019 -17.4678  0.087
H -9.6780 2.2417 -18.8155  0.156
H -8.4173 2.4966 -16.2774  0.136
H -7.7809 2.1963 -17.9213  0.133
C -4.2248 -1.6364 -20.1793  0.019
C -5.4850 -0.9081 -19.5354  -0.309
C -6.6265 -0.7658 -20.4754  -0.133
O -7.7048 -1.4029 -19.8961  0.117
C -7.2523 -2.1905 -18.9061  -0.457
O -7.8291 -3.0976 -18.3158  0.046
O -5.9692 -1.8692 -18.6687  0.056
H -3.8160 -0.9060 -20.8775  0.087
H -4.4248 -2.6253 -20.5916  0.097
H -3.5066 -1.8196 -19.3801  0.070
H -5.4107 0.0569 -19.0341  0.160
H -6.3986 -1.1444 -21.4718  0.146
H -6.8126 0.3076 -20.5124  0.139
C -9.1729 -9.2153 -12.8497  -0.022
C -8.0155 -8.2368 -13.0424  -0.330
C -7.1625 -8.5832 -14.2883  -0.127
O -7.4213 -7.5588 -15.1716  0.041
C -8.3079 -6.6099 -14.6230  -0.367
O -8.7388 -5.5671 -15.1183  0.083
O -8.6325 -7.0694 -13.3725  0.095
H -9.9821 -9.2325 -13.5797  0.101
H -9.5294 -9.3116 -11.8242  0.084
H -8.7631 -10.2215 -12.9372  0.077
H -7.3810 -8.2852 -12.1574  0.155
H -7.3078 -9.5451 -14.7801  0.133
H -6.1284 -8.6211 -13.9457  0.128
C -7.0710 -8.9766 -20.2498  -0.040
C -8.4452 -8.7410 -19.5665  -0.344
C -8.3427 -8.9923 -18.1003  -0.131
O -8.9903 -7.9078 -17.5026  0.069
C -8.7773 -6.8355 -18.3577  -0.414
O -8.9575 -5.7144 -18.0479  0.092
O -8.6990 -7.3822 -19.6578  0.092
H -6.9320 -8.8040 -21.3170  0.083
H -6.7496 -10.0173 -20.2062  0.087
H -6.3058 -8.3755 -19.7586  0.084
H -8.9454 -9.4463 -20.2302  0.155
H -7.2815 -9.0749 -17.8657  0.130
H -8.8768 -9.8641 -17.7221  0.149
C -11.1528 -4.7648 -23.5046  -0.020
C -11.7074 -3.9308 -22.3164  -0.238
C -12.7035 -4.6847 -21.4531  -0.150
O -12.2861 -4.4010 -20.1791  0.057
C -10.9994 -3.7863 -20.2074  -0.481
O -10.4462 -3.3956 -19.1943  0.079
O -10.6202 -3.5307 -21.4087  0.138
H -10.6978 -4.1193 -24.2559  0.080
H -11.9737 -5.3147 -23.9649  0.081
H -10.5126 -5.6334 -23.3506  0.085
H -12.2066 -3.0531 -22.7270  0.152
H -12.8948 -5.7212 -21.7311  0.139
H -13.6471 -4.1411 -21.5015  0.138
C -3.5997 -0.3001 -15.3514  -0.006
C -4.4048 -1.5231 -15.9829  -0.281
C -4.1284 -2.8314 -15.1325  -0.085
O -5.4288 -3.2957 -14.9945  0.058
C -6.3621 -2.3056 -15.2916  -0.394
O -7.6059 -2.5173 -15.4176  0.048
O -5.7785 -1.2812 -15.9286  0.076
H -3.9000 0.6292 -15.8353  0.076
H -2.5338 -0.4606 -15.5133  0.082
H -3.7013 -0.2349 -14.2681  0.080
H -4.2256 -1.6056 -17.0549  0.125
H -3.6090 -2.5335 -14.2217  0.130
H -3.6662 -3.5797 -15.7763  0.141
C -9.0536 -0.3935 -11.0176  0.001
C -9.9763 -1.5694 -11.4775  -0.308
C -11.4240 -1.2189 -11.7856  -0.127
O -11.7724 -1.9699 -12.8992  0.092
C -10.6106 -2.2148 -13.5733  -0.381
O -10.4109 -2.7683 -14.6758  0.021
O -9.5230 -2.0755 -12.7069  0.059
H -9.4981 0.5536 -11.3236  0.072
H -8.0532 -0.4007 -11.4504  0.082
H -9.0707 -0.3243 -9.9299  0.081
H -9.9182 -2.4735 -10.8713  0.157
H -11.5988 -0.1661 -12.0075  0.133
H -12.0726 -1.3645 -10.9218  0.144